Entry from OMol25: one molecule with the formula C3H7NO2 in a non-equilibrium geometry (ωB97M-V/def2-TZVPD).

```
13
Properties=species:S:1:pos:R:3:forces:R:3
C 1.02610 1.13695 -0.10390 0.2004 -0.9706 0.8999
C 0.23546 -0.23564 0.17517 1.2018 0.7487 0.2527
N 0.86188 -1.46719 -0.34231 -1.2044 1.2819 -1.5835
C -1.28549 -0.20319 -0.02782 1.2349 -4.6079 -1.7003
O -1.79707 -1.35906 -0.02411 -0.2200 4.5213 0.2101
O -1.82040 1.00331 -0.27328 -0.5139 -0.7755 1.1933
H 2.10632 1.18904 0.22819 -1.2227 -0.7297 -0.1133
H 0.50952 1.88409 0.48184 -0.1202 0.3642 0.1197
H 1.05353 1.49670 -1.12629 -0.3841 -0.4351 -0.3409
H 0.12146 -0.39804 1.25141 0.6629 0.6403 0.6125
H 0.15310 -2.13924 -0.58755 -0.1572 -0.0515 0.0246
H 1.53995 -1.91658 0.21498 0.6445 -0.0038 0.9913
H -2.70437 1.00886 0.13368 -0.1221 0.0178 -0.5662
```
Forces are in eV/Å.

Calculated values
Energy above the lowest of the compared OMol25 structures with the same formula, charge and spin ... 35.3 kcal/mol
SMILES ... C[C@H](N)C(=O)O
Net charge ... 0


Entry from OMol25: a 40-piece molecular cluster, H80O40 overall in a non-equilibrium geometry (ωB97M-V/def2-TZVPD).

```
120
Properties=species:S:1:pos:R:3:forces:R:3
H -0.32421 -2.37895 0.66041 0.5049 -0.6441 -0.6787
H 0.94457 -2.31156 -0.41118 0.0244 -1.6004 -0.5410
O 0.34812 -1.87350 0.16978 -0.4408 1.0453 0.6622
H -2.35771 -4.10044 -0.40578 0.0119 0.4192 0.4389
H -3.07891 -2.73332 -0.49608 2.4826 -1.3497 1.1509
O -2.24527 -3.19920 -0.06864 -1.5308 1.2704 -0.0013
H -2.68809 5.07350 1.18466 0.0307 0.3405 -0.1029
H -3.14393 3.71412 0.81966 -0.2973 -0.5018 -0.2073
O -3.40080 4.63315 0.71327 0.0840 0.2683 0.2693
H 2.71845 3.04587 -0.85944 0.1392 1.4558 0.4516
H 3.06900 2.05603 -1.94610 -0.7564 0.3653 1.2574
O 2.52285 2.16569 -1.11913 0.5875 -1.5148 -1.9034
H -1.64817 3.81019 -2.49488 -0.0780 0.5614 -0.3045
H -0.19390 3.32704 -2.62122 -0.0391 0.5277 -0.3657
O -1.05789 3.10203 -2.25524 -0.4089 -1.0868 0.4994
H -1.88201 -0.25418 -3.20054 -0.6786 -0.5535 -0.5468
O -2.69418 -0.26893 -3.78258 1.0243 2.0911 1.4750
H 3.51391 0.05472 -2.25540 -0.7151 -1.1560 0.7331
O 3.66066 -0.60511 -1.52697 0.7732 1.7177 -1.3714
H 4.63621 -0.75133 0.43810 0.7655 0.2682 0.8619
H 5.43117 0.55670 0.49133 0.3573 0.4214 -0.1271
O 5.34848 -0.28131 0.93947 -0.9294 -1.6092 -2.3660
H -1.44030 4.29557 3.73603 0.3535 0.7007 -0.4594
H -0.86325 4.35888 5.02118 0.4017 0.0263 1.3309
O -0.74805 4.81107 4.19607 -0.8026 -0.7466 -0.9189
H 3.54761 2.18563 -4.71742 -2.0076 0.8614 1.3929
H 2.11912 2.47788 -3.84657 1.2653 -0.9424 -0.6958
O 2.90088 2.85298 -4.30596 0.7972 -0.6338 -0.3922
H 1.24919 -5.08084 0.28879 -0.3570 0.5677 -0.4370
H 2.21637 -4.57620 1.50898 -2.0659 -2.5854 -2.0114
O 1.84904 -5.39587 0.94774 1.9808 0.8183 1.6054
H 3.83496 -0.08514 5.18899 -0.2405 -1.2154 0.8679
O 3.45246 -0.57041 5.96912 0.5443 -0.6053 -0.8043
H 5.59789 -0.05180 2.90560 -1.1840 -2.0129 -0.0362
H 4.72441 -1.50223 2.86566 0.3888 -0.3405 -1.3498
O 4.99553 -0.73091 3.32448 0.5946 2.1992 2.6471
H -5.13936 -0.53928 -1.34616 -0.2160 0.0318 0.1395
H -3.73230 -0.12386 -1.51490 0.5657 0.4209 -0.3624
O -4.30066 -0.53797 -0.87174 -0.3038 -0.8589 0.1731
H -4.04774 -0.75087 2.99496 0.2801 -0.5515 -1.5155
H -3.25174 -0.74041 1.45758 -0.8399 -0.3959 1.1946
O -3.49782 -0.32758 2.31193 0.4739 0.5946 0.7808
H 4.63546 -3.45351 -1.63964 0.4344 -0.6787 -0.1769
H 3.71437 -2.37783 -1.25931 -0.4710 0.1188 0.0554
O 3.73752 -3.34377 -1.33431 -0.1275 0.4528 0.0909
H 2.58365 -2.93737 2.26854 -0.2990 0.3277 0.1863
H 1.09633 -2.70984 2.58415 1.5359 -1.6918 -0.2691
O 1.79271 -3.44690 2.51573 -0.8601 2.3332 0.9054
H -0.67390 -3.45910 5.78299 -0.4105 0.2218 1.1081
H -0.41627 -4.61087 4.83140 0.1119 0.4012 -0.0014
O -0.36684 -3.64477 4.91360 0.3982 -0.7827 -0.9855
H 2.59089 -2.12783 -3.72449 -0.2213 0.1443 -0.1023
O 2.24340 -1.23379 -3.86679 0.4440 -0.2176 0.5408
H -3.36756 1.54105 1.20120 -0.6574 -0.4878 -0.3006
H -4.41936 0.97967 0.18884 0.2655 -0.5417 -0.1661
O -4.20800 1.72367 0.74819 0.4335 1.6365 0.4345
H 0.29991 5.32044 0.58365 0.1005 -0.1161 0.4624
O 0.94368 5.84364 1.08089 0.1675 -0.1278 0.3839
H -3.52981 -3.73672 -4.24747 -0.8314 0.3609 -0.6282
H -3.64479 -2.38048 -4.95125 0.2826 0.5831 -0.3885
O -4.17003 -3.05104 -4.52658 0.1917 -0.8192 -0.0519
H -0.66578 1.46530 4.62392 -0.1532 0.5727 0.4465
H 0.65463 0.94176 5.41298 -1.8992 -0.1394 -2.0217
O 0.01326 0.79938 4.62241 2.2701 -0.5604 1.5487
H -3.03187 -2.74439 3.63514 0.0021 -0.1157 -0.2925
H -3.49738 -2.63709 5.02592 -0.1619 -0.2572 0.2361
O -3.56651 -3.23232 4.27031 0.0595 0.4900 0.0904
H 1.52861 -3.82235 -3.18013 -0.3956 -1.4173 -0.5901
H 2.29995 -4.32903 -2.15401 0.9128 -1.0349 0.5954
O 1.83217 -4.72532 -2.90565 -0.5955 2.3445 0.0085
H -0.71897 3.44363 -0.46592 -0.2391 -0.2516 -0.5707
H -0.78970 2.40573 0.62542 0.0634 -1.2660 0.2427
O -0.81960 3.33921 0.48303 0.1445 1.1521 0.6614
H -0.17972 -1.67550 3.66392 -0.3236 -0.4816 0.3700
H -1.15277 -2.70602 2.91156 0.3661 -0.5859 0.6376
O -0.87229 -1.79970 3.00529 0.0362 0.8591 -0.7036
H -2.12650 2.45021 -5.25507 -0.8655 1.0585 0.1393
H -1.21145 1.35381 -5.25510 -0.3213 0.4800 -1.4956
O -1.62126 1.98821 -5.91047 1.2094 -1.4698 1.3425
H -2.75951 -3.29915 -2.71166 0.1504 0.0121 0.5376
H -4.05747 -2.68949 -2.45960 -1.2572 0.7789 -0.5935
O -3.51650 -3.37821 -2.11450 0.6700 -0.8517 -0.1304
H 4.58355 0.38287 -5.25587 0.1276 -0.2105 -1.2356
H 3.53954 -0.34686 -4.29849 -0.3992 -0.2822 -0.7015
O 4.34701 0.17584 -4.37148 0.6656 0.7878 1.5925
H 3.04491 -0.29751 1.38115 -0.9744 -1.0649 -0.4022
H 2.03630 -1.29865 0.60550 -1.0917 0.6965 -0.6541
O 2.70893 -1.22537 1.24917 2.4078 0.7833 1.6547
H 1.52173 3.95095 -3.92866 0.9756 0.0374 0.3403
O 0.81410 4.43945 -3.50453 -0.5919 1.2131 -3.1267
H -0.51082 -0.33533 0.46526 -0.8104 0.8168 1.8091
H -1.04084 -0.52339 1.92767 0.0506 0.4240 -0.3646
O -1.05029 0.10462 1.16935 0.3693 -0.0543 -0.7593
H 1.41154 -1.27221 -4.32026 -0.6196 -0.2920 -0.3951
H -2.94516 0.68285 -3.59080 -0.1157 -1.6611 -0.6939
H 0.89529 5.53566 2.00656 -0.2611 0.1223 -0.6982
H 4.60797 -0.40473 -1.47882 0.2523 -0.4974 0.5214
H 3.75049 -1.52002 5.88992 -0.3436 1.7963 -0.1726
H 0.51443 4.83394 -4.40511 -0.0493 -0.4467 2.4614
O 2.55813 1.60287 1.93440 0.8944 1.2160 -0.6232
H 1.82943 1.34320 2.49056 -0.5999 0.0824 0.4638
H 2.52579 2.58194 1.80200 -0.3602 -1.3115 0.2821
O -0.74871 -0.25378 -1.60123 0.7399 -1.1079 1.3182
H -0.98161 -1.04424 -1.04095 -0.4672 0.5724 -1.3108
H 0.05952 -0.07548 -1.05985 -0.4592 0.7083 -1.4608
O -1.72281 -5.81467 -1.98480 0.9744 -0.4819 -0.0316
H -0.99708 -5.43023 -1.47476 -0.0831 -0.1548 -0.2243
H -2.46676 -5.24436 -1.87756 -0.9553 0.5065 0.0463
O -4.83342 1.80937 -2.37431 -1.5032 0.6836 0.8244
H -5.29314 2.64017 -2.06653 0.8464 -1.1774 -0.3586
H -4.15067 2.14606 -2.92924 0.6485 0.6872 -0.5995
O -4.10113 4.80631 -1.97056 0.2988 -0.5886 0.7154
H -4.56958 5.04493 -1.15226 -0.1660 0.3171 -0.3488
H -3.38419 4.34010 -1.49650 -0.1928 0.2105 -0.3359
O -3.13971 2.36086 4.76283 -0.4271 -0.2355 0.8861
H -2.72697 1.77542 4.14070 0.2073 -0.5016 -0.9108
H -3.73065 1.74584 5.23956 0.2862 0.6628 -0.1883
O 5.60945 1.75130 2.04221 2.1307 0.3477 0.3716
H 5.81027 2.67889 2.03388 -0.3599 0.6299 0.1730
H 4.69791 1.56019 1.93678 -1.7437 0.2647 0.1471
```
Forces are in eV/Å.

Calculated values
Energy above the lowest of the compared OMol25 structures with the same formula, charge and spin ... 218.6 kcal/mol
Net charge ... 0


Entry from OMol25: C41H34Cl3N6O5SSe2TaTe2 as an isolated structure in a non-equilibrium geometry (ωB97M-V/def2-TZVPD).

```
95
Properties=species:S:1:pos:R:3:forces:R:3
Ta 1.28905 -0.22705 -0.86826 0.7748 -2.5310 0.1441
O -1.23025 -4.71325 -5.89376 -0.3293 -1.1994 -0.0610
C -1.16965 -3.54405 -6.25916 0.8082 1.0174 1.5675
O -1.45045 -2.93605 -7.27496 -0.2865 0.5223 -1.0815
C -0.52025 -2.67185 -5.09176 -0.1158 -0.6555 -0.8979
C 0.62755 -1.91545 -5.30656 -0.2624 0.2246 0.4264
C 1.22435 -1.26785 -4.23896 0.4187 0.3512 -0.3330
N 0.74065 -1.33505 -3.00236 0.3205 0.4333 1.6404
C -0.34095 -2.09165 -2.79216 -0.4262 -0.5340 -0.4137
C -0.98905 -2.78915 -3.79286 0.2733 0.4804 0.5213
C -0.85765 -2.11835 -1.38766 -1.9063 -1.9398 -2.2948
O -1.87945 -2.69355 -1.08346 0.6438 0.4826 0.2803
O -0.11515 -1.44355 -0.58836 -0.1512 0.2372 1.4554
H 1.02665 -1.80735 -6.30146 0.0696 0.0219 -0.1495
H 2.10385 -0.64515 -4.38636 -0.0557 -0.0657 0.1107
H -1.84855 -3.38795 -3.53996 -0.0530 -0.1321 -0.0499
Se 3.61115 0.19295 -1.60026 1.0713 0.0630 -0.8546
Te 3.78785 2.00925 -3.35316 -0.2549 0.2898 0.4095
Te 2.03035 3.63655 -2.07316 0.2555 -0.2922 -0.4304
Se 0.31695 1.78075 -1.77016 0.1930 2.0028 -0.5624
C 3.11695 -3.13195 -1.94786 0.1964 -0.2025 -0.5451
N 2.64235 -2.32325 -0.85806 -0.6350 1.0411 0.9335
C 2.82535 -2.72365 0.35224 0.2364 -0.1749 -0.3612
C 2.31235 -1.99915 1.44164 0.0901 -0.2684 0.8554
C 2.22775 -2.36775 2.78904 0.2096 -0.0704 -0.7050
C 1.47295 -1.38505 3.41614 -0.1696 0.3131 -0.1510
C 1.13995 -0.46405 2.43354 -0.3393 0.1860 0.4977
N 1.65555 -0.80665 1.24354 0.0079 0.1198 -1.1863
C 2.06645 -4.09065 -2.46396 0.0371 -0.0032 0.1344
C 1.11235 -4.63055 -1.61256 0.1646 0.0099 0.0878
C 0.18115 -5.53515 -2.09496 -0.0418 -0.1284 -0.0099
C 0.21035 -5.91585 -3.42446 -0.0543 -0.0945 0.0751
C 1.17365 -5.39605 -4.27306 0.0821 -0.0629 -0.0703
C 2.09285 -4.47985 -3.79846 0.0279 -0.1294 0.2342
H 3.99505 -3.71155 -1.62786 -0.0361 0.1704 0.0053
H 3.43665 -2.46395 -2.75556 -0.0040 -0.1445 0.0913
H 3.36475 -3.64945 0.56194 -0.0084 0.0156 -0.0970
H 2.65125 -3.24775 3.23404 0.0958 -0.1803 0.0253
H 1.18745 -1.34985 4.44814 -0.0851 0.0617 0.2323
H 0.53715 0.41935 2.52694 -0.0390 0.1253 0.0646
H 1.09255 -4.35135 -0.56456 -0.0815 0.0233 -0.0469
H -0.57065 -5.93275 -1.42786 -0.0565 -0.0320 0.0213
H -0.52005 -6.60565 -3.81446 -0.1156 -0.0198 -0.0597
H 1.17985 -5.69165 -5.31026 -0.0383 0.0303 -0.0839
H 2.84855 -4.07295 -4.45406 0.0664 0.0911 -0.1387
C -4.70175 1.18315 -5.87796 -0.0718 -0.0875 -0.1316
C -3.58525 0.83725 -4.95306 0.1624 -0.0556 0.1929
C -3.82785 0.29655 -3.69306 0.0289 0.1508 -0.1442
C -2.76795 0.08195 -2.83386 -0.1691 0.0436 -0.0995
N -1.51205 0.35555 -3.15856 -0.4097 -0.1110 -0.0877
C -1.27095 0.82065 -4.38106 0.0622 -0.0100 0.1696
C -2.25935 1.06765 -5.30746 -0.1615 0.0103 0.0939
H -5.58215 1.49495 -5.32016 -0.0669 0.0232 -0.0292
H -4.96975 0.31855 -6.48396 -0.0525 -0.0524 -0.0659
H -4.39915 1.98225 -6.54966 -0.0695 0.0611 -0.0779
H -4.83435 0.07375 -3.37426 -0.1332 0.0015 0.0377
H -2.92805 -0.30785 -1.83666 -0.0979 -0.0466 0.0577
H -0.23235 1.03875 -4.60766 0.0370 0.0217 -0.0322
H -1.99575 1.46465 -6.27596 -0.0440 0.0218 -0.1158
Cl -1.84195 4.97095 9.79684 -0.0450 0.1150 0.2098
C -1.52745 4.23625 8.27214 0.0903 -0.1919 -0.3350
C -0.91985 4.96755 7.26124 -0.0798 0.0052 0.1156
C -0.66985 4.35955 6.04524 -0.0409 -0.1220 0.0671
C -1.01035 3.03225 5.82104 0.0986 -0.1199 -0.0849
C -0.76315 2.40205 4.47004 -0.2718 -0.1316 -0.0053
C -2.03055 2.57335 3.60124 0.5047 0.0802 0.4873
N -1.94185 1.74915 2.43174 -0.0054 -0.0420 -0.3821
C -2.51255 0.51775 2.26194 -0.1567 -0.4791 -0.1544
C -1.98315 0.00155 1.11804 -0.1597 -0.0888 0.3974
N -1.08835 0.88825 0.59374 0.2048 -0.1783 0.0350
C -1.09595 1.92735 1.39964 0.1120 0.0778 -0.4076
O 0.29715 3.00325 3.76314 -0.2499 0.1813 -0.1187
C 1.59565 2.63995 4.21014 0.2433 -0.2212 -0.0077
C 2.59515 3.40065 3.39044 -0.1940 -0.3688 -0.2682
C 2.87165 3.19165 2.06534 0.2544 0.1527 -0.0587
Cl 2.20595 1.99945 0.99984 0.3822 1.1873 1.0849
S 4.05105 4.29015 1.44014 -0.3177 -0.2196 0.3839
C 4.18435 5.03815 2.97824 0.0117 -0.0795 -0.1572
C 3.36595 4.47565 3.90174 0.1116 0.0741 -0.2072
C -1.63005 2.32355 6.84594 0.1552 0.3964 0.0138
Cl -2.10685 0.67985 6.59824 -0.0952 -0.2331 0.0217
C -1.88645 2.91145 8.07284 -0.0170 0.0847 0.0290
H -0.65565 6.00035 7.42374 0.0239 0.0826 0.0563
H -0.19805 4.91005 5.24474 0.0622 0.0646 -0.0554
H -0.55605 1.32695 4.59854 -0.1113 0.1665 -0.0574
H -2.10655 3.62345 3.31004 -0.0564 -0.0365 0.0906
H -2.91115 2.28365 4.17724 0.0577 0.0728 -0.1054
H -3.23415 0.11985 2.94534 -0.1441 -0.0288 0.1890
H -2.17385 -0.94885 0.65984 -0.0651 -0.1980 -0.0316
H -0.52355 2.82435 1.26224 0.1468 0.1133 0.0601
H 1.74335 1.55255 4.10384 -0.0662 0.2123 -0.0081
H 1.72205 2.89285 5.27124 -0.0102 0.0020 -0.0997
H 4.86635 5.85105 3.12164 0.1682 0.2063 0.0050
H 3.31075 4.80285 4.92354 -0.0237 0.0814 0.2307
H -2.36525 2.34835 8.85784 -0.0292 -0.0413 0.0696
```
Forces are in eV/Å.

Calculated values
Net charge ... 0


Number 1: E -8808.9964 eV. Number 2: E -83196.3359 eV. Number 3: E -257482.5168 eV.